Record 1
A 2-piece molecular cluster, C5H11O4 overall at a distorted geometry, computed with the ωB97M-V functional and the def2-TZVPD basis.

Structure (ORCA input):
```
! wB97M-V def2-TZVPD RIJCOSX def2/J DEFGRID3
* xyz 0 2
O 1.2616 -1.9443 -1.4120
O -0.9967 0.5762 0.0882
O -0.4860 1.6863 2.6232
O -1.1865 3.6225 -2.7710
C 0.9741 -0.5291 -1.3746
C -0.1857 -0.4506 -0.3526
C 0.1304 0.4596 2.1848
C -0.9963 -1.6744 -0.2449
C 0.2646 0.5910 0.7338
H -0.4653 -2.5161 0.1882
H 1.1529 0.2266 2.5624
H 0.8345 1.3986 0.3405
H -1.2888 -1.8815 -1.2868
H -0.3087 1.7657 3.5729
H -1.8874 -1.4080 0.3257
H 0.6566 -0.1646 -2.3781
H -0.9620 2.6926 -2.4689
H 1.9221 -0.0071 -1.0891
H 2.2042 -2.1069 -1.5590
H -0.6376 -0.3362 2.3174
*
```

The relative energy (zero: lowest compared OMol25 entry of this formula, charge and spin) comes out at 2.6762 eV. The LUMO energy (spin up / spin down) is 0.556 / -1.762 eV. Its expectation value of S² is 0.753. For the largest force on an atom, the calculation gives 3.73 eV/A. For the molar mass, the calculation gives 135.14 g/mol.

Charges per atom according to natural (NBO) partitioning, unit e: -0.733, -0.488, -0.716, -0.413, -0.081, 0.221, -0.115, -0.641, 0.034, 0.233, 0.179, 0.179, 0.224, 0.469, 0.230, 0.161, 0.412, 0.179, 0.480, 0.184

Record 2
A 2-piece molecular cluster, C5H11OP overall at a distorted geometry, computed with the ωB97M-V functional and the def2-TZVPD basis.

Structure (ORCA input):
```
! wB97M-V def2-TZVPD RIJCOSX def2/J DEFGRID3
* xyz 0 1
P -0.7921 0.1578 -0.1718
O -2.5956 1.7438 -0.1064
C 1.2614 1.9360 -0.1171
C -2.2942 -2.0655 -0.1619
C 0.8503 0.5787 0.4468
C -1.5571 -1.2278 0.5365
C 1.7294 -0.5663 0.0389
H 1.0712 1.9611 -1.2629
H 2.3447 2.2971 0.1440
H 1.3382 -1.4292 0.5883
H 0.6484 2.7780 0.3303
H 0.6729 0.7413 1.4907
H -1.5006 -1.1544 1.6299
H -2.2604 -1.8854 -1.2609
H 1.9632 -0.8047 -1.0534
H 2.8078 -0.2863 0.3582
H -0.6404 -0.0552 -1.6568
H -3.0473 -2.7190 0.2278
*
```

The relative energy (zero: lowest compared OMol25 entry of this formula, charge and spin) comes out at 6.4692 eV. The LUMO energy (spin up / spin down) is -0.178 / -0.334 eV. For the largest force on an atom, the calculation gives 5.71 eV/A. For the molar mass, the calculation gives 118.12 g/mol.

Charges per atom according to natural (NBO) partitioning, unit e: 1.044, -0.614, -0.624, -0.309, -0.551, -0.588, -0.636, 0.218, 0.228, 0.223, 0.245, 0.248, 0.240, 0.199, 0.237, 0.223, 0.002, 0.217

Record 3
A 2-piece molecular cluster, C5H11OP overall at a distorted geometry, computed with the ωB97M-V functional and the def2-TZVPD basis.

Structure (ORCA input):
```
! wB97M-V def2-TZVPD RIJCOSX def2/J DEFGRID3
* xyz 0 1
P 1.4187 -0.3980 -0.0320
O -2.6668 0.3070 -0.1298
C -0.8991 -1.9650 -0.0330
C -0.0735 -0.8822 0.6599
C -1.8221 0.8000 0.5454
C 0.9309 0.2582 -1.6976
C 1.5675 1.2621 0.9835
H 0.1418 1.0670 -1.5971
H 0.6369 1.8301 0.9575
H 1.5640 1.0431 2.0487
H 2.3754 1.9449 0.7863
H 1.6579 0.7171 -2.2403
H -1.8471 -2.2595 0.5403
H -1.2227 -1.3039 -0.8910
H -0.4293 -2.8559 -0.4054
H -0.1722 -0.8621 1.7743
H 0.4995 -0.4995 -2.2675
H -1.6595 1.7968 0.9979
*
```

The relative energy (zero: lowest compared OMol25 entry of this formula, charge and spin) comes out at 4.1158 eV. The LUMO energy (spin up / spin down) is 0.404 / 0.445 eV. For the largest force on an atom, the calculation gives 4.55 eV/A. For the molar mass, the calculation gives 118.12 g/mol.

Charges per atom according to natural (NBO) partitioning, unit e: 0.819, -0.505, -0.678, -0.611, 0.395, -0.914, -0.888, 0.211, 0.201, 0.224, 0.227, 0.230, 0.227, 0.233, 0.224, 0.235, 0.228, 0.142

Record 4
An isolated ion of composition C5H11OS and charge -1 at a distorted geometry, computed with the ωB97M-V functional and the def2-TZVPD basis.

Structure (ORCA input):
```
! wB97M-V def2-TZVPD RIJCOSX def2/J DEFGRID3
* xyz -1 1
S 2.2351 -0.6444 0.5818
O -2.7232 1.3379 -0.5960
C 1.4879 -1.9264 -0.3889
C 1.5306 0.8974 -0.0626
C 0.0187 0.9550 -0.4243
C -0.8314 0.0914 0.4801
C -2.3641 0.5882 0.4251
H 1.6823 -1.8450 -1.4668
H -0.0716 0.7396 -1.4724
H 2.2044 1.1292 -0.8652
H 0.4356 -2.1186 -0.2588
H -2.9251 -0.3934 0.5588
H 1.9943 -2.8025 -0.0190
H -0.5416 0.1976 1.5321
H 1.6853 1.7620 0.5923
H -0.3776 1.9508 -0.2483
H -2.5510 1.0345 1.4497
H -0.8887 -0.9532 0.1822
*
```

The relative energy (zero: lowest compared OMol25 entry of this formula, charge and spin) comes out at 2.0527 eV. The LUMO energy is 3.108 eV. For the largest force on an atom, the calculation gives 1.67 eV/A. For the molar mass, the calculation gives 119.21 g/mol.

Charges per atom according to natural (NBO) partitioning, unit e: 0.164, -0.938, -0.756, -0.532, -0.419, -0.454, 0.028, 0.201, 0.202, 0.190, 0.224, 0.039, 0.213, 0.180, 0.217, 0.235, 0.036, 0.168

Record 5
C5H11P as an isolated structure at a distorted geometry, computed with the ωB97M-V functional and the def2-TZVPD basis.

Structure (ORCA input):
```
! wB97M-V def2-TZVPD RIJCOSX def2/J DEFGRID3
* xyz 0 1
P 1.7475 0.3668 -2.1050
C -0.8371 -1.3180 1.1228
C 2.3151 0.5833 -0.6765
C 2.7894 0.8028 0.6646
C -2.3896 -0.7455 -0.7374
C -1.1071 -1.2505 -0.1681
H -2.7843 -1.4460 -1.4691
H -3.1318 -0.5895 0.0437
H -2.2116 0.2054 -1.2432
H -0.6392 2.7991 -0.7468
H 2.8149 -0.1372 1.2185
H -0.3625 -1.5458 -0.8968
H 3.7932 1.2300 0.6546
H -0.6742 2.2339 -0.2050
H -1.5595 -1.0190 1.8672
H 2.1229 1.4935 1.1867
H 0.1140 -1.6632 1.4899
*
```

The relative energy (zero: lowest compared OMol25 entry of this formula, charge and spin) comes out at 2.4031 eV. The LUMO energy is 0.913 eV. For the largest force on an atom, the calculation gives 1.95 eV/A. For the molar mass, the calculation gives 102.12 g/mol.

Charges per atom according to natural (NBO) partitioning, unit e: 0.484, -0.417, -0.481, -0.730, -0.649, -0.156, 0.216, 0.209, 0.220, 0.000, 0.242, 0.196, 0.242, -0.001, 0.187, 0.245, 0.194

Record 6
A 2-piece molecular cluster, C5H12 overall at a distorted geometry, computed with the ωB97M-V functional and the def2-TZVPD basis.

Structure (ORCA input):
```
! wB97M-V def2-TZVPD RIJCOSX def2/J DEFGRID3
* xyz 0 1
C -0.0955 -1.2941 -0.1278
C 1.6860 -1.6951 1.6349
C -0.8515 3.4429 -1.9660
C -1.4745 2.5167 -1.2625
C 0.3011 -2.1160 1.1556
H -1.1230 -1.2121 -0.1178
H -0.9113 1.9599 -0.4971
H 0.2872 -0.3052 -0.1146
H 2.1350 -1.3493 0.7501
H -1.4535 4.0689 -2.6544
H 0.2104 -1.6923 -1.1180
H 1.5810 -0.9066 2.2312
H -0.4425 -1.9577 2.0150
H 2.2128 -2.3277 2.3756
H 0.2141 3.5748 -2.0180
H 0.2909 -3.1556 0.9045
H -2.5668 2.4488 -1.1906
*
```

The relative energy (zero: lowest compared OMol25 entry of this formula, charge and spin) comes out at 2.2236 eV. The LUMO energy is 1.162 eV. For the largest force on an atom, the calculation gives 4.54 eV/A. For the molar mass, the calculation gives 72.15 g/mol.

Charges per atom according to natural (NBO) partitioning, unit e: -0.611, -0.614, -0.382, -0.390, -0.384, 0.207, 0.190, 0.195, 0.205, 0.189, 0.207, 0.198, 0.190, 0.211, 0.196, 0.197, 0.198

Record 7
A 2-piece molecular cluster, C5H12 overall, computed with the ωB97M-V functional and the def2-TZVPD basis.

Structure (ORCA input):
```
! wB97M-V def2-TZVPD RIJCOSX def2/J DEFGRID3
* xyz 0 1
C -0.9380 -0.9506 1.6132
C -1.1547 0.6496 -1.3348
C 1.7043 0.7210 -0.6773
C 0.3637 -0.7396 0.8419
C 0.5984 0.6423 0.3275
H -0.6493 1.0563 -0.3869
H 1.2066 -0.7987 1.5541
H -1.8006 -0.9726 0.9363
H 1.6521 1.6231 -1.2970
H -2.2131 0.6431 -1.0729
H 0.5312 -1.5616 0.1208
H -1.0912 -0.1355 2.3273
H 2.5903 0.8471 -0.0370
H -0.8249 -0.3479 -1.6381
H -0.9237 -1.8990 2.1615
H 1.8844 -0.1566 -1.3225
H -0.9354 1.3794 -2.1161
*
```

The relative energy (zero: lowest compared OMol25 entry of this formula, charge and spin) comes out at 4.1490 eV. The LUMO energy is 0.901 eV. For the largest force on an atom, the calculation gives 0.46 eV/A. For the molar mass, the calculation gives 72.15 g/mol.

Charges per atom according to natural (NBO) partitioning, unit e: -0.600, -0.773, -0.741, -0.544, 0.054, 0.225, 0.253, 0.202, 0.227, 0.223, 0.178, 0.217, 0.257, 0.214, 0.208, 0.180, 0.220

Record 8
C5H12AsN5PdS3 as an isolated structure, computed with the ωB97M-V functional and the def2-TZVPD basis.

Structure (ORCA input):
```
! wB97M-V def2-TZVPD RIJCOSX def2/J DEFGRID3
* xyz -2 1
Pd 0.3333 -1.0778 -1.0452
As -0.2955 0.8662 -2.0250
S 2.0735 -2.8603 -0.4818
S -0.6331 -2.8066 0.5692
S 1.3391 -4.7870 1.7142
N 0.0463 0.8189 3.5099
N -0.5954 -0.2867 3.8329
N -0.1514 -2.5889 3.7620
N 1.4084 -0.8911 3.1381
N 0.2322 -1.2660 3.5926
C 1.2552 0.4229 3.0986
C 0.9198 2.1425 -2.9533
C -1.1064 2.2476 -0.8710
C -1.6940 0.9665 -3.4237
C 0.9539 -3.5275 0.6284
H 0.7048 -3.1321 3.6313
H -0.6791 -2.8156 2.8927
H -2.5997 0.4839 -3.0568
H -1.3963 3.1429 -1.4298
H 1.7198 2.4145 -2.2634
H 1.3634 1.6369 -3.8123
H 0.4017 3.0482 -3.2867
H -1.9013 2.0086 -3.6831
H -1.3546 0.4271 -4.3087
H -1.9767 1.8062 -0.3861
H 2.0238 1.0908 2.7493
H -0.3916 2.5158 -0.0923
*
```

The relative energy (zero: lowest compared OMol25 entry of this formula, charge and spin) comes out at 0.0869 eV. The LUMO energy is 5.451 eV. For the largest force on an atom, the calculation gives 0.19 eV/A. For the molar mass, the calculation gives 419.73 g/mol.

Charges per atom according to natural (NBO) partitioning, unit e: -0.133, 0.985, -0.332, -0.429, -0.424, -0.323, -0.077, -0.670, -0.255, 0.165, 0.088, -0.999, -0.984, -0.979, -0.484, 0.399, 0.414, 0.219, 0.180, 0.215, 0.211, 0.179, 0.185, 0.212, 0.225, 0.189, 0.223

Record 9
One molecule with the formula C5H12BrN at a distorted geometry, computed with the ωB97M-V functional and the def2-TZVPD basis.

Structure (ORCA input):
```
! wB97M-V def2-TZVPD RIJCOSX def2/J DEFGRID3
* xyz 0 1
Br 1.8627 1.2311 -0.2473
N 0.5780 -0.0684 0.2848
C -1.1181 1.0659 -1.1932
C 1.7715 -2.1343 0.2616
C 0.6859 -1.3157 -0.4012
C -0.7910 0.5592 0.1851
C -1.0167 1.5517 1.2930
H -2.1401 1.7283 1.3092
H -2.0863 0.6975 -1.5121
H 1.5802 -3.1700 0.1075
H -1.5117 -0.1894 0.4732
H -0.3811 -1.6962 -0.3440
H -0.3262 0.7790 -2.0183
H -0.5181 1.1654 2.3246
H -1.2416 2.1925 -1.3251
H 2.6791 -1.8148 -0.2171
H 0.8804 -1.1691 -1.5682
H 1.6879 -1.9739 1.4233
H -0.5948 2.5612 1.1641
*
```

The relative energy (zero: lowest compared OMol25 entry of this formula, charge and spin) comes out at 0.1346 eV. The LUMO energy is 0.632 eV. For the largest force on an atom, the calculation gives 3.07 eV/A. For the molar mass, the calculation gives 166.06 g/mol.

Charges per atom according to natural (NBO) partitioning, unit e: 0.122, -0.463, -0.658, -0.625, -0.233, -0.093, -0.614, 0.215, 0.217, 0.213, 0.205, 0.206, 0.228, 0.229, 0.222, 0.220, 0.173, 0.222, 0.214

Record 10
C5H12CdO3 as an isolated structure at a distorted geometry, computed with the ωB97M-V functional and the def2-TZVPD basis.

Structure (ORCA input):
```
! wB97M-V def2-TZVPD RIJCOSX def2/J DEFGRID3
* xyz 1 2
Cd -2.4256 -3.4096 -2.9005
O -3.9851 -3.6004 -3.9510
O -1.1032 -2.5827 -1.5574
O -3.6929 -2.7937 -1.4252
C 0.3148 -2.7301 -1.5009
C -4.9359 -2.4492 -2.0567
C -3.1224 -1.8316 -0.5506
C -1.7013 -2.2746 -0.2936
C -5.1368 -3.4641 -3.1807
H -4.8436 -1.4290 -2.4646
H -1.1381 -1.4667 0.1941
H 0.7847 -1.7401 -1.5886
H -3.6821 -1.7824 0.3941
H -5.7454 -2.4757 -1.3135
H 0.6219 -3.5342 -2.1815
H 1.8025 -2.1928 -3.3724
H -5.9974 -3.1162 -3.7813
H -3.1406 -0.8418 -1.0335
H -5.4359 -4.4297 -2.7250
H 0.5962 -3.1083 -0.4661
H -1.6660 -3.1732 0.3405
*
```

The relative energy (zero: lowest compared OMol25 entry of this formula, charge and spin) comes out at 2.2934 eV. The LUMO energy (spin up / spin down) is -4.406 / -4.429 eV. Its expectation value of S² is 0.750. For the largest force on an atom, the calculation gives 3.30 eV/A. For the molar mass, the calculation gives 232.56 g/mol.

Charges per atom according to natural (NBO) partitioning, unit e: 1.642, -0.942, -0.644, -0.653, -0.273, -0.106, -0.097, -0.096, -0.096, 0.185, 0.224, 0.223, 0.224, 0.211, 0.220, -0.003, 0.200, 0.200, 0.166, 0.208, 0.207

Record 11
C5H12Cl2O4PdSSe2 as an isolated structure, computed with the ωB97M-V functional and the def2-TZVPD basis.

Structure (ORCA input):
```
! wB97M-V def2-TZVPD RIJCOSX def2/J DEFGRID3
* xyz 0 1
Pd 0.0069 0.3353 -0.3686
Se 1.5797 -0.3113 1.3438
Se -0.7612 -1.9301 -0.5484
Cl 1.3322 0.2473 -3.8414
Cl 3.3701 0.8426 -1.8089
S -0.8770 2.6823 -1.1954
O -1.2997 1.2316 -1.5790
O -0.3986 3.3800 -2.3535
O 0.3369 2.3005 -0.2868
O -1.9028 3.3108 -0.4195
C 0.7022 0.6048 2.8154
C 2.2349 1.5194 -3.0036
C 0.9649 -2.1358 1.7111
C -2.6685 -1.5712 -0.5157
C -0.4838 -2.3697 1.3414
H 1.6316 -2.7794 1.1366
H -0.3337 0.2869 2.8929
H -2.8684 -0.9817 -1.4077
H -0.7566 -3.4131 1.5001
H 1.5358 2.1704 -2.4930
H 1.2455 0.4106 3.7364
H 2.8200 2.0563 -3.7394
H -1.1558 -1.7365 1.9190
H -2.9042 -0.9753 0.3614
H -3.2221 -2.5055 -0.5293
H 1.1390 -2.3315 2.7688
H 0.7328 1.6624 2.5633
*
```

The relative energy (zero: lowest compared OMol25 entry of this formula, charge and spin) comes out at 0.0000 eV. The LUMO energy is -0.681 eV. For the largest force on an atom, the calculation gives 0.15 eV/A. For the molar mass, the calculation gives 503.46 g/mol.

Charges per atom according to natural (NBO) partitioning, unit e: 0.616, 0.529, 0.507, -0.036, -0.061, 2.536, -0.970, -0.962, -0.976, -0.953, -0.791, -0.391, -0.590, -0.778, -0.577, 0.240, 0.227, 0.270, 0.238, 0.264, 0.229, 0.223, 0.228, 0.237, 0.229, 0.242, 0.269

Record 12
C5H12ClI2N5OPSm as an isolated structure at a distorted geometry, computed with the ωB97M-V functional and the def2-TZVPD basis.

Structure (ORCA input):
```
! wB97M-V def2-TZVPD RIJCOSX def2/J DEFGRID3
* xyz 2 6
Sm -0.3963 -0.0619 0.3053
I 5.8257 -1.6405 -1.6498
I 5.8253 1.0458 -1.6280
Cl -2.6331 -0.0850 0.8944
P -1.1473 -0.0353 -2.0459
O 2.5625 -0.0344 -0.6630
N -0.1645 0.6526 3.4419
N 0.4048 -0.0871 2.4568
N 1.4960 -0.5544 4.3425
N 0.5154 0.3423 4.5374
N 0.2245 0.9055 5.7955
C -2.2029 1.4007 -2.3436
C -2.1943 -1.4686 -2.3826
C 0.0942 -0.0138 -3.3373
C 1.3958 -0.8027 3.0245
C 1.5191 -0.0438 -0.3538
H -3.0052 1.4260 -1.5971
H -2.9931 -1.5222 -1.6340
H 0.7377 -0.8990 -3.2620
H 0.7298 0.8749 -3.2402
H -1.6000 -2.3885 -2.3229
H 0.7709 0.6316 6.6029
H -0.4024 -0.0039 -4.3105
H -2.6215 -1.3692 -3.3842
H -1.6155 2.3226 -2.2534
H 2.0291 -1.4941 2.4775
H -0.5297 1.5735 5.8792
H -2.6252 1.3288 -3.3496
*
```

The LUMO energy (spin up / spin down) is -9.075 / -8.969 eV. Its expectation value of S² is 8.816. For the largest force on an atom, the calculation gives 9.86 eV/A. For the molar mass, the calculation gives 628.78 g/mol.

Charges per atom according to Löwdin partitioning, unit e: 1.061, 0.057, 0.064, 0.102, 0.593, 0.207, 0.096, -0.218, 0.170, -0.190, 0.182, -0.229, -0.230, -0.247, -0.154, -0.236, 0.041, 0.041, 0.065, 0.066, 0.067, 0.133, 0.075, 0.079, 0.067, 0.131, 0.129, 0.080